Record 1
Here is a gas-phase ion, C5H9N2S (charge +1) at a distorted geometry from the OMol25 dataset. Energies are from the ωB97M-V functional and the def2-TZVPD basis.

## Properties
- E_LUMO (eV) = -3.0
- charge = +1
- F_max (eV/Å) = 3.455
- Kohn-Sham gap (eV) = 10.1

```
17
Properties=species:S:1:pos:R:3:mulliken_charge:R:1
S 1.004 -2.155 -1.264 -0.001
N -1.420 -1.132 -0.395 -0.035
N 0.148 0.239 0.232 -0.034
C -1.075 0.825 0.621 0.516
C -1.063 2.175 1.212 -0.931
C -2.059 -0.026 0.253 -0.622
C -0.136 -0.882 -0.451 0.156
C 2.597 -1.383 -0.957 -0.786
H -0.017 2.574 0.974 0.277
H -1.191 1.901 2.250 0.311
H 3.151 -1.949 -0.055 0.298
H 3.284 -1.557 -1.873 0.349
H 2.430 -0.323 -0.902 0.232
H -1.834 -1.869 -0.922 0.216
H -3.083 0.152 0.480 0.417
H 1.077 0.650 0.153 0.296
H -1.812 2.761 0.643 0.341
```

---

Record 2
Here is 2 unconnected molecules or ions with the total composition C5H9N2S at a distorted geometry from the OMol25 dataset. Energies are from the ωB97M-V functional and the def2-TZVPD basis.

## Properties
- E_LUMO (eV) = -5.7
- charge = +1
- F_max (eV/Å) = 4.125
- Kohn-Sham gap (eV) = 7.1

```
17
Properties=species:S:1:pos:R:3:mulliken_charge:R:1
S -3.192 -0.461 0.298 0.209
N -1.014 -0.002 -0.932 -0.177
N -1.839 -0.931 -0.671 0.087
C 2.501 0.063 -0.422 -1.042
C 1.470 -0.776 0.042 0.163
C -1.288 1.124 -0.256 -0.153
C -2.514 1.013 0.402 -0.183
C 0.774 -0.599 1.137 -0.735
H 2.073 1.126 -0.372 0.199
H 3.468 0.007 0.059 0.328
H 2.653 -0.077 -1.492 0.324
H -1.559 -1.854 -0.963 0.268
H -2.931 1.813 0.914 0.440
H 1.038 -1.341 -0.764 0.201
H -0.673 2.000 -0.369 0.441
H -0.057 -1.226 1.478 0.346
H 1.090 0.119 1.911 0.285
```

---

Record 3
Here is 2 unconnected molecules or ions with the total composition C5H9N2S2 at a distorted geometry from the OMol25 dataset. Energies are from the ωB97M-V functional and the def2-TZVPD basis.

## Properties
- E_LUMO (eV) = -4.3
- charge = +1
- F_max (eV/Å) = 3.297
- Kohn-Sham gap (eV) = 8.4

```
18
Properties=species:S:1:pos:R:3:mulliken_charge:R:1
S -0.565 -2.119 -1.975 -0.253
S 0.028 -0.904 2.252 -0.349
N -0.592 1.455 -0.097 -0.002
N -2.277 -0.042 -0.533 -0.398
C 0.719 1.871 -0.174 -0.707
C 1.225 -0.112 -1.415 -0.388
C -0.986 0.250 -0.511 0.259
C 1.628 1.097 -0.834 -0.347
C -0.070 -0.548 -1.217 0.656
H 2.092 -0.648 -1.831 0.363
H 1.055 -1.911 2.375 0.221
H 0.246 -1.955 -3.042 0.196
H 1.001 0.078 2.129 0.166
H -2.905 0.550 -0.055 0.187
H -1.343 1.955 0.491 0.311
H 2.630 1.299 -0.842 0.486
H -2.581 -0.963 -0.769 0.165
H 1.001 2.706 0.311 0.432
```

---

Record 4
Here is a gas-phase ion, C5H9N2S2 (charge +1) at a distorted geometry from the OMol25 dataset. Energies are from the ωB97M-V functional and the def2-TZVPD basis.

## Properties
- E_LUMO (eV) = -3.9
- charge = +1
- F_max (eV/Å) = 4.339
- Kohn-Sham gap (eV) = 8.4

```
18
Properties=species:S:1:pos:R:3:mulliken_charge:R:1
S 3.307 0.983 0.858 -0.096
S 3.534 -1.664 -0.652 -0.152
N -0.357 -0.861 0.109 -0.190
N 0.969 2.619 -1.107 -0.423
C -0.039 -1.645 1.377 -0.738
C 2.837 -0.391 0.041 -0.279
C 1.696 0.506 -0.086 0.549
C 0.330 0.500 0.175 -0.457
C 0.818 1.229 -1.045 -0.051
H -0.503 -2.623 1.174 0.360
H -0.452 -1.111 2.208 0.342
H 1.632 2.868 -1.823 0.231
H 0.337 3.204 -0.720 0.151
H -0.034 -1.411 -0.699 0.440
H -1.359 -0.707 -0.019 0.359
H -0.163 1.135 0.974 0.369
H 1.037 -1.639 1.400 0.315
H 0.596 0.764 -2.015 0.271
```

---

Record 5
Here is 2 unconnected molecules or ions with the total composition C5H9N3 at a distorted geometry from the OMol25 dataset. Energies are from the ωB97M-V functional and the def2-TZVPD basis.

## Properties
- E_LUMO (eV) = 1.0
- F_max (eV/Å) = 5.037
- Kohn-Sham gap (eV) = 10.0

```
17
Properties=species:S:1:pos:R:3:mulliken_charge:R:1
N 2.590 0.362 -0.458 -0.696
N 0.764 -0.041 0.723 -0.222
N 1.419 0.761 -0.116 0.320
C -1.857 1.490 0.430 -0.695
C 1.618 -1.019 0.907 -0.235
C -1.677 0.185 0.398 -0.203
C 2.762 -0.756 0.147 -0.142
C -1.604 -0.530 -0.997 -0.751
H -1.904 1.758 1.482 0.258
H 1.386 -1.978 1.501 0.314
H -1.688 -0.454 1.199 0.351
H -2.609 -0.640 -1.552 0.282
H -1.753 2.082 -0.498 0.300
H -0.979 0.182 -1.598 0.197
H -1.052 -1.500 -0.840 0.244
H 3.690 -1.309 -0.017 0.394
H 0.892 1.406 -0.712 0.282
```

---

Record 6
Here is a molecular structure, C5H9N3 at a distorted geometry from the OMol25 dataset. Energies are from the ωB97M-V functional and the def2-TZVPD basis.

## Properties
- E_LUMO (eV) = 0.9
- F_max (eV/Å) = 2.746
- Kohn-Sham gap (eV) = 9.8

```
17
Properties=species:S:1:pos:R:3:mulliken_charge:R:1
N -0.755 -0.136 -0.736 -0.122
N -2.826 0.260 0.270 -0.639
N -0.329 1.166 -0.374 -0.546
C -1.990 -0.500 -0.218 0.004
C 0.972 0.872 0.261 -0.280
C 0.617 -0.252 1.215 -0.652
C 1.579 -0.198 -0.663 -0.691
C 0.357 -0.947 -0.178 -0.298
H 1.506 1.727 0.548 0.551
H 1.501 -0.621 1.803 0.312
H 0.151 -1.970 -0.397 0.522
H -2.266 -1.576 -0.308 0.338
H 1.740 -0.106 -1.768 0.312
H -0.071 1.628 -1.292 0.244
H -0.305 0.053 1.743 0.340
H 2.564 -0.591 -0.203 0.260
H -2.443 1.190 0.297 0.345
```

---

Record 7
Here is 2 unconnected molecules or ions with the total composition C5H9N3 at a distorted geometry from the OMol25 dataset. Energies are from the ωB97M-V functional and the def2-TZVPD basis.

## Properties
- E_LUMO (eV) = 0.2
- F_max (eV/Å) = 2.930
- Kohn-Sham gap (eV) = 9.5

```
17
Properties=species:S:1:pos:R:3:mulliken_charge:R:1
N 0.379 -1.133 -1.680 -0.510
N -0.569 1.634 -0.158 -0.553
N 1.769 0.846 0.845 -0.607
C 1.359 -0.873 -1.127 0.301
C 2.398 0.154 -0.172 -0.429
C -1.499 -0.384 0.667 0.180
C -2.251 -1.464 0.475 -0.702
C -1.351 0.641 -0.346 -0.217
H -0.947 -0.235 1.585 0.293
H -1.920 0.505 -1.266 0.313
H 1.590 0.241 1.640 0.277
H -2.773 -1.628 -0.457 0.235
H -0.522 2.302 -0.921 0.204
H 3.186 -0.527 0.151 0.345
H 0.751 1.327 0.495 0.355
H -2.354 -2.225 1.231 0.261
H 2.755 0.818 -0.961 0.254
```

---

Record 8
Here is a molecular structure, C5H9N3 at a distorted geometry from the OMol25 dataset. Energies are from the ωB97M-V functional and the def2-TZVPD basis.

## Properties
- E_LUMO (eV) = -1.1
- F_max (eV/Å) = 5.120
- Kohn-Sham gap (eV) = 7.4

```
17
Properties=species:S:1:pos:R:3:mulliken_charge:R:1
N -2.315 0.361 0.224 -0.641
N 1.885 -0.223 -0.884 -0.482
N 1.574 1.062 -0.277 -0.384
C 0.300 0.915 0.306 0.167
C -1.775 -0.663 -0.653 -0.224
C 0.709 -0.461 0.946 -1.329
C 1.392 -1.128 -0.177 0.182
C -1.101 0.641 -0.526 -0.315
H -2.304 -1.310 -1.787 0.259
H 2.286 2.580 -0.706 0.313
H -0.029 -1.081 1.397 0.562
H 1.944 -2.181 -0.260 0.286
H -1.064 -1.378 0.033 0.022
H -1.857 -0.022 1.005 0.399
H 0.026 1.742 0.954 0.434
H -1.187 1.377 -1.356 0.411
H 1.517 -0.232 1.760 0.339
```

---

Record 9
Here is 4 unconnected molecules or ions with the total composition C5H9N3 at a distorted geometry from the OMol25 dataset. Energies are from the ωB97M-V functional and the def2-TZVPD basis.

## Properties
- E_LUMO (eV) = -1.1
- F_max (eV/Å) = 5.839
- Kohn-Sham gap (eV) = 6.9

```
17
Properties=species:S:1:pos:R:3:mulliken_charge:R:1
N -1.056 0.539 1.693 -0.402
N -1.461 -0.047 -0.635 -0.408
N 1.783 0.415 -2.483 -0.593
C -0.341 -0.485 2.480 -0.750
C -0.556 -0.239 -1.660 -0.466
C 0.668 0.612 -0.027 -0.353
C -0.617 0.358 0.378 0.082
C 0.678 0.313 -1.425 0.149
H -0.590 -1.644 2.478 0.216
H 1.572 1.694 -3.223 0.268
H -0.534 -0.645 3.682 0.291
H 1.596 1.069 0.445 0.340
H -0.865 1.405 2.411 0.354
H -0.745 -0.423 -2.681 0.451
H 0.894 -0.480 2.341 0.219
H -2.219 -1.235 -0.395 0.406
H 1.793 -1.208 -3.378 0.198
```

---

Record 10
Here is a molecular structure, C5H9N3 at a distorted geometry from the OMol25 dataset. Energies are from the ωB97M-V functional and the def2-TZVPD basis.

## Properties
- E_LUMO (eV) = 0.1
- F_max (eV/Å) = 13.982
- Kohn-Sham gap (eV) = 7.0

```
17
Properties=species:S:1:pos:R:3:mulliken_charge:R:1
N 0.199 1.925 0.142 0.248
N -0.361 -2.095 -0.100 -0.472
N -0.048 2.311 -1.069 -0.901
C -0.521 0.099 -0.516 0.099
C -0.630 -1.164 -0.964 -0.312
C -0.417 1.204 -1.527 -0.388
C 1.025 -0.040 1.317 -1.394
C -0.072 0.728 0.748 0.594
H 0.567 -1.051 1.771 0.217
H -0.560 1.225 -2.638 0.358
H -1.130 -1.365 -1.920 0.352
H -1.156 -3.122 -0.745 0.287
H 1.601 0.808 1.848 0.369
H -0.947 0.587 1.602 0.100
H 0.353 -2.399 0.547 0.246
H 1.922 -0.501 0.732 0.295
H 0.174 2.848 0.773 0.303
```

---

ΔE to the lowest compared entry with this formula, charge and spin: 9.0; 78.9; 19.3; 94.3; 73.8; 71.1; 66.6; 228.1; 269.8; 178.0 (kcal/mol)